1.
27
Properties=species:S:1:pos:R:3 method="wB97M-V/def2-TZVPD" lumo_ev=3.285 homo_ev=-3.45 e_tot_ev=-36359.8669 total_charge=-1 homo_lumo_gap_ev=6.73
C -1.163 -1.238 3.085
C -0.640 0.150 2.724
N -1.264 0.599 1.461
C -0.275 1.016 0.451
C -1.100 1.571 -0.752
O -1.360 0.412 -1.496
B -0.087 -0.292 -1.440
N -0.294 -1.763 -1.995
C -0.701 -2.562 -1.210
S -1.391 -3.717 -0.337
P 1.331 0.675 -2.498
C 2.935 0.464 -1.616
O 1.561 -0.220 -3.932
O 0.327 -0.167 -0.012
H -2.252 -1.231 3.069
H -0.826 -1.959 2.342
H -0.823 -1.515 4.087
H -0.955 0.846 3.510
H 0.443 0.141 2.618
H -1.912 1.356 1.637
H 0.465 1.717 0.858
H -2.042 2.022 -0.419
H -0.595 2.355 -1.326
H 3.539 1.356 -1.779
H 3.477 -0.402 -2.005
H 2.786 0.348 -0.543
H 0.814 0.037 -4.482

***

2.
22
Properties=species:S:1:pos:R:3 method="wB97M-V/def2-TZVPD" smiles=COB(OC)[C@H]1C[C@@H]1C lumo_ev=0.760 homo_ev=-9.77 e_tot_ev=-11204.1221 relative_energy_ev=1.063 total_charge=0 homo_lumo_gap_ev=10.53
B -0.977 -0.257 0.045
C 1.158 -0.823 1.471
C 0.482 0.139 0.521
C 1.763 -0.460 0.102
C 3.047 0.408 0.094
C -1.716 1.908 -0.969
C -2.809 -1.655 -0.210
O -1.870 0.584 -0.666
O -1.524 -1.499 0.246
H 1.798 -0.623 2.409
H 0.564 -1.668 1.754
H 0.550 1.164 0.732
H 1.873 -1.289 -0.586
H 3.272 1.197 0.775
H 2.959 0.912 -0.828
H 3.956 -0.236 0.111
H -2.427 2.367 -0.205
H -1.936 2.060 -2.092
H -0.653 2.264 -0.806
H -3.543 -1.321 0.581
H -3.052 -2.750 -0.379
H -3.083 -0.962 -1.041